Formula: C6H15InN2OPS
Source: the OMol25 dataset
Level of theory: ωB97M-V/def2-TZVPD

Summary:
Charge ... -1
E_tot ... -1352.05305 Ha
Strongest force on any atom ... 1.96 eV/A
Lowest unoccupied orbital energy ... 3.038 eV
HOMO energy ... -3.7 eV

Atoms and positions in Å:
In1 0.87276 1.43184 0.03502
C1 -2.25739 1.36066 -0.87410
C2 -0.82820 -1.48536 1.45495
H1 3.52718 -0.23070 -1.63031
H2 0.17029 0.07949 -3.12628
H3 -2.13615 1.03109 -1.94643
H4 -2.14820 2.49122 -0.82226
C3 -1.24158 0.66765 0.12592
H5 1.84799 0.36640 1.14001
C4 -1.17114 -0.92675 -0.01400
H6 -0.70775 -3.59107 2.08910
H7 -0.21488 -0.67272 1.95582
H8 1.43065 -0.96399 -2.77120
H9 -1.81474 -1.49907 2.00975
P1 1.96611 1.26241 -2.26144
H10 -0.25980 -1.13347 -0.66815
H11 -0.02459 -3.32414 0.38206
O1 3.56825 0.70609 -1.91929
H12 0.93442 -2.78251 1.88873
H13 -1.61943 0.86484 1.18175
N1 1.05123 3.43114 0.91451
H14 -3.32661 1.14282 -0.54740
N2 1.18572 -0.05068 -3.17358
H15 -2.10887 -1.38642 -0.44168
C5 -0.09642 -2.89513 1.42953
C6 1.45181 3.28328 2.03557
S1 1.94936 2.82310 3.55339

Results of the Mulliken charge analysis, in e, for atoms 1 through 8: In 0.427; C -1.271; C -0.230; H 0.281; H 0.296; H 0.243; H 0.285; C -0.107